No. 1
The following is a DFT calculation (wB97M-V/def2-TZVPD) of one molecule with the formula C3H5N3O.

The geometry in XYZ format:
```
12
Properties=species:S:1:pos:R:3:forces:R:3:lowdin_spin:R:1
C -1.220 0.628 0.673 -0.7963 -3.6862 2.5370 0.443
C -0.264 1.658 -0.898 -3.0638 1.5246 1.9664 0.122
C 0.550 -1.537 0.445 0.2817 -2.8948 1.1509 0.056
N -1.349 1.664 -0.045 2.5336 1.3095 -3.0775 0.188
N 0.493 0.473 -0.738 0.6053 -1.9226 1.3251 0.311
N 0.070 -0.202 0.374 0.1583 2.2996 -2.1615 0.505
O 0.069 2.582 -1.573 1.5470 1.2371 -2.2915 0.279
H -1.822 0.431 1.508 -0.0958 -0.8278 1.0932 0.040
H 1.050 -1.811 -0.522 -0.6658 0.1176 0.8511 0.007
H 1.320 -1.736 1.264 -0.8453 0.7970 -0.8692 0.019
H -0.255 -2.324 0.705 0.8262 1.4970 -0.7098 0.020
H 1.358 0.175 -1.193 -0.4851 0.5489 0.1857 0.011
```
Positions in Å, forces in eV/Å.

HOMO energy (alpha / beta)   -5.1 / -10.3 eV
Orbital gap (alpha / beta)   5.48 / 8.12 eV
Lowest unoccupied orbital energy (alpha / beta)   0.014 / -0.078 hartree
Multiplicity   3
Energy above the lowest of the compared OMol25 structures with the same formula, charge and spin   3.64 kcal per mole

***

No. 2
The following is a DFT calculation (wB97M-V/def2-TZVPD) of C41H44BaF3N7O2S2Sb as an isolated structure.

The geometry in XYZ format:
```
101
Properties=species:S:1:pos:R:3:forces:R:3:mulliken_charge:R:1
Ba 0.532 -0.011 -0.528 -0.3234 -0.2976 0.0454 0.782
C -4.960 -1.881 -0.297 0.0366 0.0065 0.0145 -0.731
C -4.068 -1.418 -1.253 -0.0507 -0.0010 -0.0216 -0.484
C -2.717 -1.707 -1.138 0.0930 -0.0134 -0.0412 0.557
C -2.279 -2.479 -0.075 -0.0209 0.0272 0.1308 -0.356
C -3.164 -2.957 0.883 0.0171 0.0274 -0.0346 -0.538
C -4.507 -2.649 0.769 -0.0162 0.0048 0.0046 -0.455
N -0.868 -2.719 0.029 -0.0347 -0.0040 -0.0719 1.482
N -0.603 -3.873 0.367 -0.2402 -0.2554 -0.0931 -0.853
C 0.780 -4.187 0.482 0.1122 0.1693 0.0764 0.009
C 1.234 -5.294 -0.228 -0.0536 0.0397 0.0052 -0.704
C 2.558 -5.648 -0.086 0.0511 -0.0081 0.0103 -0.349
C 3.360 -4.915 0.784 0.0068 -0.0545 -0.0261 -0.729
C 2.798 -3.845 1.454 -0.0439 0.1094 0.0027 -0.265
N 1.526 -3.464 1.299 0.0707 -0.0199 0.0119 0.453
H -6.008 -1.619 -0.364 -0.0098 -0.0074 -0.0036 0.405
H -4.417 -0.812 -2.079 0.0047 -0.0050 -0.0078 0.444
H -1.996 -1.379 -1.881 -0.0140 0.0303 0.0106 -0.058
H -2.784 -3.519 1.725 0.0053 -0.0070 0.0054 0.422
H -5.200 -2.979 1.532 0.0008 0.0040 0.0008 0.361
H 0.553 -5.822 -0.880 0.0024 -0.0229 0.0097 0.465
H 2.963 -6.488 -0.634 0.0035 0.0033 -0.0045 0.417
H 4.398 -5.170 0.944 0.0002 0.0027 -0.0060 0.434
H 3.388 -3.252 2.143 -0.0040 0.0078 -0.0054 0.282
F -6.428 2.146 1.374 -0.0021 -0.0114 0.0077 -0.358
C -5.284 1.531 1.785 -0.0721 -0.0777 -0.0105 0.108
F -4.950 2.134 2.938 0.0369 0.0333 0.0153 -0.233
F -5.645 0.270 2.084 0.0036 0.0426 -0.0024 -0.178
C -4.218 1.617 0.731 0.0634 0.0316 -0.0377 -0.244
C -4.520 2.242 -0.459 0.0126 0.0109 0.0438 -0.236
C -3.555 2.368 -1.454 -0.0236 0.0131 0.0004 -1.213
C -2.310 1.850 -1.175 -0.0081 -0.0872 0.1432 -0.500
N -1.998 1.211 -0.045 -0.0251 0.1513 -0.2441 0.385
C -2.916 1.065 0.948 -0.0779 -0.0639 -0.0699 0.582
S -2.465 0.239 2.367 0.0484 0.0183 0.0362 -0.565
H -5.512 2.646 -0.611 0.0004 -0.0081 -0.0025 0.490
H -3.759 2.869 -2.389 0.0149 -0.0071 -0.0052 0.490
H -1.498 1.962 -1.891 -0.0268 -0.0189 -0.0178 0.474
C -1.121 5.834 4.389 -0.0013 -0.0004 -0.0001 -1.434
C -0.356 5.170 3.276 0.0145 0.0150 -0.0009 1.007
C -0.898 4.073 2.609 -0.0100 0.0093 0.0052 -0.702
C -0.197 3.438 1.601 0.0718 0.0086 0.0374 0.023
C 1.067 3.900 1.252 -0.0130 -0.0566 0.0467 -0.342
C 1.626 4.987 1.899 -0.0032 0.0089 -0.0417 -0.795
C 0.907 5.619 2.906 0.0038 -0.0061 0.0107 -0.788
S 1.980 3.038 0.005 -0.2702 -0.0665 0.1434 1.235
O 0.978 2.678 -1.008 0.0280 0.2912 -0.3045 -0.521
O 3.076 3.874 -0.424 -0.0036 -0.0114 -0.0736 -0.766
N 2.367 1.695 0.712 0.2450 0.1736 0.3041 0.349
C 3.532 1.009 0.467 -0.2533 -0.0292 -0.0608 -0.235
C 4.828 1.545 0.557 0.0128 -0.0894 -0.0085 -0.998
C 5.898 0.702 0.361 0.0343 0.1424 0.0272 -0.499
C 5.683 -0.643 0.070 -0.0218 -0.1182 -0.0330 -1.042
C 4.378 -1.078 -0.028 0.0338 0.0831 0.0183 -0.497
N 3.322 -0.283 0.162 0.3406 -0.2158 -0.0703 1.059
H -1.165 5.183 5.264 -0.0035 -0.0016 0.0007 0.277
H -2.148 6.044 4.088 -0.0003 -0.0029 0.0014 0.342
H -0.652 6.771 4.689 0.0027 0.0006 -0.0006 0.370
H -1.876 3.697 2.889 -0.0024 -0.0210 -0.0069 0.582
H -0.629 2.581 1.101 0.0071 0.0560 0.0210 0.368
H 2.607 5.336 1.604 0.0004 0.0033 0.0029 0.484
H 1.338 6.476 3.412 0.0001 -0.0006 0.0015 0.330
H 4.949 2.596 0.773 0.0063 0.0016 0.0111 0.530
H 6.908 1.089 0.433 -0.0042 0.0019 0.0045 0.390
H 6.506 -1.325 -0.092 -0.0079 -0.0035 -0.0078 0.432
H 4.153 -2.106 -0.290 0.0049 -0.0455 0.0063 0.452
C 0.541 1.295 4.273 -0.0034 0.0435 0.0108 -1.191
Sb 0.911 -0.397 3.010 0.1387 0.2016 0.0231 0.941
C 0.152 -1.837 4.404 0.0020 -0.0656 -0.0211 -1.368
C 2.976 -0.509 3.653 0.0824 -0.0977 0.0088 -1.327
H 0.820 1.064 5.302 0.0068 -0.0284 -0.0126 0.525
H -0.514 1.552 4.217 -0.0137 0.0130 0.0259 0.277
H 1.134 2.139 3.918 -0.0099 -0.0047 -0.0100 0.280
H 0.623 -1.687 5.376 -0.0120 -0.0166 0.0093 0.424
H 0.370 -2.840 4.037 -0.0052 -0.0191 0.0286 0.328
H -0.928 -1.721 4.500 0.0035 0.0233 -0.0301 0.343
H 3.049 -0.808 4.700 -0.0040 -0.0082 -0.0055 0.492
H 3.431 0.476 3.536 -0.0574 0.0195 -0.0220 0.371
H 3.540 -1.206 3.032 0.0150 -0.0232 0.0386 0.182
C 0.298 1.403 -4.612 0.0163 0.0254 -0.0076 -0.479
N -0.705 0.681 -5.374 -0.0092 -0.0050 -0.0076 0.050
C -0.163 0.231 -6.639 -0.0008 -0.0069 0.0037 -0.939
C -1.344 -0.405 -4.619 0.0091 -0.0083 -0.0011 -1.546
C -0.439 -1.546 -4.187 -0.0046 0.0378 -0.0016 0.728
C -0.332 -2.659 -5.020 0.0124 -0.0382 0.0038 -0.450
C 0.510 -3.717 -4.695 -0.0237 0.0485 0.0076 -0.899
C 1.243 -3.650 -3.520 0.0141 -0.0302 -0.0050 -0.604
C 1.106 -2.538 -2.692 0.0034 0.1157 -0.1033 -0.264
C 0.272 -1.441 -2.974 0.0676 -0.0337 0.1083 0.533
H 0.633 2.264 -5.195 0.0036 -0.0033 0.0027 0.405
H 1.174 0.793 -4.354 -0.0040 -0.0007 0.0024 0.217
H -0.133 1.778 -3.682 0.0026 -0.0108 0.0015 -0.079
H 0.178 1.096 -7.213 0.0010 -0.0009 -0.0006 0.352
H -0.941 -0.276 -7.215 -0.0007 0.0017 -0.0010 0.301
H 0.684 -0.463 -6.529 0.0037 0.0024 -0.0020 0.293
H -2.156 -0.785 -5.249 -0.0016 -0.0058 0.0080 0.674
H -1.797 0.049 -3.732 0.0134 0.0006 -0.0028 -0.266
H -0.920 -2.708 -5.934 0.0030 0.0006 -0.0023 0.339
H 0.588 -4.579 -5.348 0.0015 -0.0005 -0.0024 0.353
H 1.913 -4.463 -3.253 -0.0011 0.0003 0.0248 0.472
H 1.703 -2.545 -1.771 0.0015 -0.0161 0.0278 -0.074
```
Positions in Å, forces in eV/Å.

HOMO energy   -4.7 eV
Orbital gap   6.63 eV
Lowest unoccupied orbital energy   0.071 hartree
Net charge   -1
Multiplicity   1
Energy above the lowest of the compared OMol25 structures with the same formula, charge and spin   33.25 kcal per mole

***

Results for strongest force on any atom: 4.55; 0.44 (in eV/A, following the order of the records).